Computed, not measured: 2 unconnected molecules or ions with the total composition C4H10N2 at a distorted geometry, with wB97M-V/def2-TZVPD.

energy relative to the best compared isomer or geometry (same formula, charge and spin)	193.0	kJ/mol
electronic energy	-267.85183	hartree
strongest force on any atom	2.3	eV/A
SMILES string	[H]/N=C(/C)N.C=C
molar mass	86.14	g/mol
HOMO energy	-8.09	eV
spin multiplicity	1
HOMO-LUMO gap	9.0148	eV

Bonds (Å) are listed after each position.
Positions of all 16 atoms, in Å:
1 C -1.40433 -1.11056 0.58933  C2 1.482, H8 1.155, H9 1.088, H10 1.089
2 C -0.48763 -0.09341 1.15582  C1 1.482, N3 1.376, N4 1.276
3 N -1.08621 0.95760 1.81136  C2 1.376, H5 1.006, H6 1.008
4 N 0.72796 -0.08963 0.76644  C2 1.276, H7 1.016
5 H -2.08731 1.05031 1.78430  N3 1.006
6 H -0.57723 1.82118 1.91563  N3 1.008
7 H 1.27834 0.71174 1.06326  N4 1.016
8 H -1.66806 -0.73638 -0.47124  C1 1.155
9 H -0.85562 -2.01910 0.35203  C1 1.088
10 H -2.21349 -1.35752 1.27566  C1 1.089
11 C 1.05816 -0.37629 -1.47511  C12 1.332, H14 1.078, H15 1.142
12 C 1.74255 0.69772 -1.86370  C11 1.332, H13 1.077, H16 1.081
13 H 2.81869 0.71668 -1.82308  C12 1.077
14 H 1.56130 -1.30851 -1.27617  C11 1.078
15 H -0.06267 -0.48532 -1.66259  C11 1.142
16 H 1.25555 1.62149 -2.14195  C12 1.081

Mulliken atomic charge list, values in e, 6 entries:
1. C -1.15
2. C 0.67
3. N -0.47
4. N -0.54
5. H 0.19
6. H 0.20